Entry 1:
Density functional theory data (the ωB97M-V functional and the def2-TZVPD basis) for C22H18Cl3F2GaNO4 as an isolated structure in a non-equilibrium geometry.

Summary:
Maximum force = 1.44 eV/A
Charge = -1
Orbital gap = 7.68 eV
LUMO = 2.78 eV
HOMO level = -4.90 eV

Each line ends with the natural charge from an NBO analysis.
Element x y z (Å)
Ga: 0.239892 -0.105532 0.113972  1.6061
Cl: -3.303281 6.313792 0.861166  -0.0627
C: -2.329794 4.923438 0.329434  -0.0814
C: -2.698592 3.672528 0.765385  -0.1897
C: -1.909244 2.586180 0.526764  -0.1308
Cl: -2.501926 1.058634 1.159952  0.0335
C: -0.722430 2.673466 -0.297778  0.3437
O: 0.004848 1.705545 -0.713351  -0.7860
C: -0.370687 4.011385 -0.668813  -0.0889
Cl: 1.073569 4.243816 -1.624134  -0.0150
C: -1.172137 5.106206 -0.401922  -0.2497
H: -3.588043 3.560168 1.347582  0.2212
H: -0.863704 6.090816 -0.700082  0.2288
F: 5.594868 -1.002781 -1.026824  -0.3391
C: 4.348718 -1.438104 -0.674011  0.4168
C: 3.219863 -0.598155 -0.789875  -0.2970
C: 1.965821 -1.062374 -0.432639  -0.4011
C: 1.841667 -2.436143 -0.084108  -0.1250
C: 2.974877 -3.210766 0.075689  0.4091
F: 2.873975 -4.453517 0.639695  -0.3414
C: 4.229246 -2.722923 -0.227991  -0.3871
C: 0.569131 -2.900454 0.512394  0.2379
C: -0.024903 -4.098273 0.256155  -0.2342
C: -1.125076 -4.424698 1.009257  -0.1428
C: -1.625611 -3.545869 1.980427  -0.2707
C: -1.062870 -2.291524 2.039707  0.0777
N: 0.002034 -1.993763 1.300698  -0.4859
H: 3.352196 0.445238 -1.114066  0.2308
H: 5.129542 -3.321978 -0.089758  0.2308
H: 0.362300 -4.771676 -0.460237  0.2198
H: -1.599924 -5.392591 0.877229  0.2067
H: -2.453447 -3.812351 2.633152  0.2154
H: -1.406529 -1.443917 2.616325  0.2304
C: 2.099459 2.473327 2.718010  -0.2708
O: 1.696472 1.595438 1.659736  -0.5577
C: 0.637775 0.739247 1.915515  0.4047
O: 0.192761 0.620332 3.031190  -0.6649
H: 3.011313 2.979681 2.407395  0.1820
H: 2.273165 1.891026 3.630690  0.1860
H: 1.330726 3.262054 2.896322  0.1801
C: -2.716713 0.437972 -2.246853  -0.6170
C: -1.385695 -0.282514 -2.173488  0.1067
C: -1.343642 -1.453883 -3.166625  -0.6160
O: -1.173992 -0.786462 -0.879090  -0.9660
H: -2.957159 0.669153 -3.331004  0.1852
H: -2.693031 1.365225 -1.667224  0.2118
H: -3.533037 -0.178972 -1.853164  0.2006
H: -0.563650 0.403526 -2.462916  0.1687
H: -2.172828 -2.124588 -2.994160  0.1938
H: -0.379000 -1.927621 -3.015602  0.2075
H: -1.347272 -1.046765 -4.208125  0.1851

Force components x, y, z for each atom (eV/Å):
Ga 0.174 0.475 -0.372
Cl 0.328 -0.385 -0.375
C -0.157 0.580 0.139
C -0.147 0.521 0.368
C 0.823 -0.637 -0.799
Cl 0.165 0.378 -0.168
C -0.134 0.398 0.344
O 0.127 -0.238 0.181
C -0.521 -0.285 -0.115
Cl -0.206 -0.072 0.185
C 0.126 -0.047 0.331
H -0.363 -0.086 0.251
H 0.070 0.211 -0.145
F -0.587 0.002 0.219
C -0.949 0.850 -0.584
C 0.978 0.464 -0.172
C -0.301 -0.691 -0.009
C 0.318 0.402 0.577
C -0.282 0.068 -0.069
F 0.173 0.322 -0.386
C 0.961 -0.870 0.230
C 0.401 1.010 -0.359
C -0.492 -0.513 0.618
C -0.798 -0.260 0.812
C -0.187 -0.423 -0.230
C 0.411 0.357 -0.488
N -0.074 -0.239 0.137
H 0.037 -0.521 0.244
H -0.314 0.032 -0.025
H 0.412 -0.537 -0.612
H 0.007 0.088 -0.010
H 0.107 -0.001 -0.243
H -0.285 -0.186 0.308
C -0.495 0.100 0.183
O -0.011 0.446 0.381
C 0.281 0.369 -0.144
O 0.034 0.075 0.169
H 0.050 -0.194 -0.130
H -0.075 0.295 -0.075
H 0.362 -0.677 -0.015
C -0.361 0.516 -1.137
C 0.242 -0.489 -0.138
C 0.531 1.237 -0.501
O 0.123 -0.296 0.143
H 0.190 -0.043 1.134
H -0.063 -0.073 -0.220
H 0.219 -0.072 -0.011
H -0.475 -0.102 0.029
H -0.159 -0.351 -0.036
H 0.012 -0.474 -0.024
H -0.226 -0.435 0.609



Entry 2:
Density functional theory data (the ωB97M-V functional and the def2-TZVPD basis) for a 2-piece molecular cluster, C3H6O2 overall.

Summary:
Maximum force = 0.71 eV/A
Orbital gap = 9.36 eV
LUMO = -0.50 eV
Structure (SMILES) = CC(=O)C=O.[H][H]
ΔE to the lowest compared entry with this formula, charge and spin = 2.279 eV
HOMO level = -9.85 eV

Each line ends with the natural charge from an NBO analysis.
Element x y z (Å)
C: 1.274733 -0.476046 -0.100860  -0.7288
C: -0.013403 -0.042326 -0.752264  0.4776
O: -0.084964 0.708272 -1.693021  -0.4711
C: -1.307937 -0.624869 -0.145871  0.3276
O: -2.375658 -0.487345 -0.681687  -0.4415
H: 2.109026 0.095126 -0.510608  0.2465
H: 1.229457 -0.343252 0.986408  0.2337
H: 1.441281 -1.543993 -0.289781  0.2414
H: -1.197404 -1.176362 0.812942  0.1126
H: -0.482005 1.818467 1.532666  -0.0115
H: -0.593125 2.072327 0.842073  0.0135

Force components x, y, z for each atom (eV/Å):
C 0.074 0.039 -0.034
C 0.141 0.241 -0.336
O 0.080 -0.322 0.396
C -0.638 0.043 -0.234
O 0.597 -0.121 0.356
H -0.127 -0.081 0.047
H -0.039 -0.014 -0.158
H -0.056 0.122 0.032
H -0.019 0.049 -0.115
H -0.014 0.040 -0.035
H 0.002 0.004 0.081